Entry 1:
8
Properties=species:S:1:pos:R:3:lowdin_charge:R:1 method="wB97M-V/def2-TZVPD" relative_energy_kj_mol=0.0 homo_lumo_gap_ev="7.39 / 6.83" spin_multiplicity=8 total_energy_ha=-1031.27645 total_charge=+1
H -1.495 1.869 1.533 0.127
O -1.234 -0.120 1.916 0.011
O 2.161 -0.655 1.270 0.254
C -0.825 0.987 1.588 -0.315
C 0.558 1.249 1.243 -0.064
C 1.407 0.212 1.268 -0.145
H 0.938 2.232 0.960 0.120
Gd -0.788 -0.465 -2.855 1.013


Entry 2:
123
Properties=species:S:1:pos:R:3:lowdin_charge:R:1 method="wB97M-V/def2-TZVPD" relative_energy_kj_mol=125.0 homo_lumo_gap_ev="6.65 / 6.07" spin_multiplicity=2 total_energy_ha=-8735.37109 total_charge=+1
Ir -0.899 0.426 0.088 0.712
O -3.434 3.633 1.492 -0.256
Cl -2.491 2.859 0.750 0.700
O -1.943 3.574 -0.367 -0.327
O -1.347 2.339 1.588 -0.511
O -3.145 1.624 0.296 -0.533
C 0.649 -3.909 6.365 -0.404
S -0.943 -4.413 5.675 0.813
C -0.440 -4.926 3.999 -0.472
C -0.897 -3.952 2.917 -0.255
C -0.280 -2.577 3.125 -0.243
N -0.555 -1.629 2.019 -0.382
P -1.976 -0.747 1.790 0.935
C -2.510 -0.312 3.455 -0.301
C -3.058 -1.327 4.242 -0.098
C -3.363 -1.080 5.569 -0.056
C -3.145 0.181 6.114 -0.053
C -2.637 1.202 5.325 -0.049
C -2.321 0.962 3.996 -0.061
C -3.256 -1.848 1.187 -0.343
C -4.588 -1.526 1.455 -0.098
C -5.606 -2.334 0.970 -0.079
C -5.297 -3.450 0.203 -0.069
C -3.972 -3.745 -0.101 -0.063
C -2.950 -2.938 0.374 -0.091
P 0.629 -0.557 1.479 0.844
C 1.351 0.250 2.910 -0.313
C 0.985 1.550 3.254 -0.078
C 1.466 2.121 4.424 -0.050
C 2.319 1.402 5.246 -0.056
C 2.727 0.122 4.882 -0.059
C 2.261 -0.449 3.711 -0.086
C 1.969 -1.528 0.820 -0.342
C 1.808 -2.845 0.396 -0.084
C 2.858 -3.497 -0.231 -0.048
C 4.058 -2.832 -0.452 -0.049
C 4.224 -1.520 -0.028 -0.066
C 3.179 -0.863 0.602 -0.099
H 0.463 -3.595 7.390 0.035
H 1.074 -3.071 5.808 0.020
H 1.344 -4.748 6.372 0.039
H -0.874 -5.909 3.832 0.073
H 0.648 -5.025 3.995 0.082
H -1.988 -3.890 2.925 0.095
H -0.599 -4.340 1.937 0.104
H 0.803 -2.695 3.186 0.101
H -0.619 -2.160 4.073 0.093
H -3.248 -2.309 3.827 0.104
H -3.770 -1.877 6.178 0.113
H -3.388 0.367 7.153 0.113
H -2.487 2.189 5.744 0.115
H -1.958 1.761 3.376 0.068
H -4.830 -0.655 2.054 0.122
H -6.639 -2.089 1.183 0.111
H -6.093 -4.083 -0.170 0.116
H -3.732 -4.608 -0.712 0.113
H -1.918 -3.148 0.124 0.089
H 0.350 2.118 2.598 0.065
H 1.183 3.134 4.685 0.116
H 2.686 1.843 6.165 0.113
H 3.423 -0.424 5.507 0.112
H 2.615 -1.429 3.413 0.107
H 0.863 -3.349 0.552 0.097
H 2.734 -4.519 -0.564 0.116
H 4.871 -3.341 -0.955 0.114
H 5.163 -1.008 -0.197 0.115
H 3.301 0.163 0.935 0.104
C -0.667 3.315 -3.609 -0.125
C 0.757 3.877 -3.635 -0.621
C 0.711 5.200 -2.853 -0.088
C 1.156 4.185 -5.093 -0.076
Si 2.020 2.677 -2.909 0.617
Br 1.043 1.899 -0.860 0.595
C 3.582 3.474 -2.173 -0.624
C 4.567 2.403 -1.670 -0.100
C 3.304 4.407 -0.974 -0.108
C 4.277 4.307 -3.271 -0.076
C 2.322 1.085 -3.887 -0.609
C 2.809 -0.084 -3.014 -0.109
C 3.386 1.367 -4.966 -0.076
C 1.043 0.592 -4.584 -0.089
H -1.331 4.022 -4.121 0.101
H -1.032 3.215 -2.586 0.022
H -0.761 2.356 -4.113 0.034
H -0.086 5.821 -3.274 0.097
H 1.641 5.765 -2.935 0.069
H 0.479 5.041 -1.797 0.081
H 0.481 4.949 -5.491 0.096
H 1.080 3.308 -5.739 0.068
H 2.176 4.573 -5.176 0.071
H 4.102 1.736 -0.938 0.053
H 5.411 2.902 -1.180 0.093
H 4.972 1.800 -2.483 0.068
H 2.796 3.895 -0.155 0.040
H 2.718 5.280 -1.243 0.061
H 4.267 4.764 -0.592 0.091
H 4.610 3.693 -4.112 0.072
H 5.159 4.795 -2.843 0.096
H 3.627 5.094 -3.663 0.066
H 3.738 0.133 -2.492 0.052
H 2.979 -0.953 -3.659 0.100
H 2.066 -0.375 -2.272 0.030
H 4.370 1.559 -4.533 0.067
H 3.123 2.218 -5.602 0.075
H 3.479 0.488 -5.612 0.096
H 0.239 0.393 -3.873 0.030
H 1.266 -0.355 -5.087 0.097
H 0.678 1.289 -5.341 0.072
C -3.522 -3.473 -4.895 -0.376
S -2.632 -2.187 -3.992 0.946
C -3.894 -1.408 -3.156 -0.960
C -3.613 -0.288 -2.337 -1.048
S -2.118 0.473 -2.400 0.721
S -4.995 0.285 -1.435 0.971
C -6.176 -0.785 -2.101 -1.473
S -7.747 -0.752 -1.721 0.657
S -5.523 -1.935 -3.230 0.966
H -2.754 -4.083 -5.364 0.047
H -4.162 -3.036 -5.660 0.048
H -4.106 -4.091 -4.213 0.032
O 0.468 -2.485 -2.547 0.081
C -0.022 -1.821 -1.696 -0.549
N -0.570 -1.269 -0.794 -0.165


Entry 3:
15
Properties=species:S:1:pos:R:3:lowdin_charge:R:1 method="wB97M-V/def2-TZVPD" relative_energy_kj_mol=196.1 homo_lumo_gap_ev=10.70 total_energy_ha=-287.75775 total_charge=0
C -1.901 0.348 0.429 -0.060
C -0.924 0.036 -0.678 -0.337
N 0.127 1.011 -0.959 0.052
C 0.503 -0.325 -0.491 -0.276
C 1.247 -0.433 0.822 -0.233
O 2.602 -0.785 0.585 -0.071
H -2.380 -0.567 0.797 0.076
H -1.408 0.848 1.268 0.075
H -2.689 1.014 0.058 0.075
H -1.391 -0.431 -1.548 0.133
H 0.274 1.116 -1.958 0.092
H 0.930 -1.024 -1.212 0.141
H 0.841 -1.240 1.440 0.123
H 1.169 0.509 1.382 0.121
H 3.000 -0.075 0.066 0.089


Entry 4:
46
Properties=species:S:1:pos:R:3:lowdin_charge:R:1 method="wB97M-V/def2-TZVPD" relative_energy_kj_mol=0.0 homo_lumo_gap_ev=8.98 total_energy_ha=-917.94164 total_charge=+1
C 5.692 -1.173 -0.171 -0.075
C 4.659 -0.929 -1.269 -0.136
C 4.482 0.499 -1.748 -0.480
O 3.906 0.794 -2.753 0.138
O 5.025 1.464 -0.932 -0.018
C 4.153 1.826 0.127 -0.136
C 2.994 2.689 -0.412 -0.101
N 1.725 2.389 0.247 0.106
C 1.072 1.256 -0.009 -0.352
N 1.158 0.579 -1.157 0.155
C 0.380 -0.677 -1.048 -0.085
C 0.093 -0.753 0.455 -0.100
N 0.208 0.671 0.828 0.117
H 6.533 -0.486 -0.266 0.087
H 5.276 -1.052 0.831 0.074
H 6.089 -2.184 -0.250 0.083
H 3.668 -1.290 -0.963 0.110
H 4.905 -1.499 -2.168 0.132
H 4.743 2.401 0.839 0.139
H 3.783 0.936 0.654 0.126
H 2.899 2.582 -1.494 0.124
H 3.206 3.742 -0.234 0.139
H 1.274 3.085 0.822 0.168
H 1.983 0.652 -1.741 0.119
H -0.529 -0.564 -1.639 0.128
H 0.961 -1.526 -1.400 0.127
H 0.883 -1.322 0.953 0.129
H -0.878 -1.175 0.707 0.111
H 0.228 0.927 1.803 0.165
C -5.772 0.377 -0.062 -0.060
C -4.342 -0.120 -0.224 -0.433
C -4.128 -1.583 0.184 -0.217
O -4.069 -1.804 1.576 -0.198
C -5.321 -1.960 2.225 -0.093
N -3.438 0.789 0.491 0.045
H -6.009 0.570 0.985 0.069
H -5.905 1.312 -0.603 0.080
H -6.490 -0.349 -0.447 0.084
H -4.088 -0.066 -1.288 0.135
H -3.150 -1.901 -0.197 0.108
H -4.881 -2.231 -0.280 0.125
H -6.034 -2.481 1.580 0.094
H -5.751 -1.001 2.524 0.078
H -5.150 -2.559 3.118 0.090
H -2.477 0.511 0.316 0.028
H -3.571 0.636 1.488 0.074


Entry 5:
31
Properties=species:S:1:pos:R:3:lowdin_charge:R:1 method="wB97M-V/def2-TZVPD" relative_energy_kj_mol=42.1 homo_lumo_gap_ev=10.59 total_energy_ha=-4086.99028 total_charge=0
N 2.693 0.145 -0.151 0.054
C 2.143 0.502 -1.319 -0.184
C 1.352 -0.331 -2.079 -0.100
C 0.981 -1.576 -1.564 -0.082
C 1.437 -1.962 -0.271 -0.057
C 2.315 -1.087 0.374 -0.125
H 2.464 1.471 -1.670 0.095
H 1.100 -0.022 -3.083 0.101
H 0.476 -2.225 -2.264 0.074
H 1.156 -2.861 0.258 0.098
H 2.743 -1.348 1.330 0.095
C -3.102 -2.386 4.011 -0.994
Cl -4.797 -1.959 4.466 0.473
Cl -3.053 -3.475 2.601 0.475
H -2.504 -1.519 3.729 -0.026
H -2.576 -2.876 4.830 0.027
C 2.946 3.680 1.479 -1.048
Cl 1.594 3.936 0.320 0.491
Cl 4.053 5.003 1.520 0.544
H 2.537 3.469 2.467 0.032
H 3.488 2.770 1.220 0.016
C -2.641 -0.646 -4.012 -1.005
Cl -1.667 -2.090 -4.467 0.479
Cl -2.241 -0.163 -2.397 0.576
H -2.534 0.103 -4.797 0.039
H -3.680 -0.975 -4.004 0.024
C -0.882 1.195 0.593 -0.987
Cl -1.681 2.747 0.032 0.449
Cl -1.487 0.710 2.204 0.513
H -0.811 0.369 -0.115 -0.019
H 0.176 1.404 0.757 -0.028


Entry 6:
126
Properties=species:S:1:pos:R:3:lowdin_charge:R:1 method="wB97M-V/def2-TZVPD" homo_lumo_gap_ev=9.05 total_energy_ha=-2782.52747 total_charge=0
Hf 1.221 0.558 -2.231 1.436
O 0.536 0.576 -0.386 -0.385
H 0.280 1.222 0.320 0.011
O 2.358 1.718 -3.540 -0.363
H 1.892 1.521 -4.323 -0.055
O -0.493 1.313 -3.072 -0.363
H -0.345 2.158 -3.519 0.007
Cl 2.664 -1.549 -2.043 0.151
C 2.235 -1.043 -5.143 -0.152
O 1.150 -0.654 -4.341 -0.384
C -0.001 -1.554 -4.527 -0.142
C -0.265 -2.402 -3.273 -0.216
N -0.334 -1.462 -2.128 -0.128
C -0.557 -2.181 -0.790 -0.165
C -1.565 -3.283 -0.811 -0.261
O -2.887 -2.837 -0.964 -0.169
C -3.779 -3.923 -0.760 -0.095
H 3.046 -0.324 -5.005 0.088
H 2.009 -1.177 -6.226 0.109
H 2.620 -1.962 -4.802 0.047
H 0.276 -2.214 -5.397 0.136
H -0.923 -1.015 -4.741 0.104
H 0.554 -3.154 -3.105 0.115
H -1.146 -3.040 -3.488 0.127
H -1.260 -1.022 -2.299 0.094
H -0.981 -1.390 -0.175 0.099
H 0.390 -2.532 -0.397 0.092
H -1.434 -3.635 0.234 0.108
H -1.240 -4.130 -1.447 0.131
H -3.911 -4.167 0.282 0.071
H -3.390 -4.819 -1.308 0.100
H -4.686 -3.612 -1.273 0.089
C -0.055 -5.178 2.254 -0.109
O 0.935 -4.481 1.507 -0.221
C 2.261 -5.026 1.832 -0.193
C 3.314 -4.181 1.102 -0.212
N 3.801 -2.867 1.563 -0.039
C 2.837 -1.760 1.571 -0.221
C 3.460 -0.572 2.232 -0.233
O 3.575 -0.718 3.649 -0.192
C 4.630 0.066 4.173 -0.103
H 0.262 -5.365 3.249 0.065
H -0.168 -6.169 1.754 0.101
H -0.985 -4.548 2.296 0.073
H 2.428 -6.019 1.482 0.106
H 2.429 -4.939 2.899 0.116
H 2.975 -4.246 0.056 0.112
H 4.210 -4.873 1.109 0.124
H 4.094 -3.052 2.524 0.106
H 1.941 -2.066 2.080 0.096
H 2.523 -1.596 0.521 0.047
H 2.792 0.284 2.030 0.117
H 4.457 -0.400 1.832 0.115
H 4.623 1.015 3.633 0.078
H 5.601 -0.398 4.003 0.092
H 4.431 0.333 5.181 0.075
C 4.687 2.883 -0.162 -0.042
C 3.233 2.433 -0.316 -0.394
C 2.568 3.505 -1.112 -0.180
O 1.180 3.120 -1.313 -0.229
C 0.636 3.992 -2.223 -0.151
N 3.217 1.150 -1.056 -0.066
H 5.103 2.787 -1.163 0.085
H 5.183 2.120 0.448 0.079
H 4.878 3.887 0.195 0.081
H 2.735 2.285 0.656 0.140
H 3.012 3.600 -2.106 0.129
H 2.600 4.452 -0.508 0.149
H -0.464 4.090 -2.042 0.091
H 0.725 3.761 -3.249 0.065
H 0.998 5.006 -2.137 0.102
H 3.607 0.369 -0.536 0.047
H 3.746 1.181 -1.920 0.065
C -0.192 -0.389 3.824 -0.044
C -1.437 -1.292 4.080 -0.370
C -1.754 -2.038 2.740 -0.207
O -2.736 -3.021 2.951 -0.207
C -4.007 -2.535 2.737 -0.133
N -1.170 -2.182 5.246 0.039
H 0.747 -0.969 3.915 0.074
H -0.207 0.487 4.476 0.072
H -0.240 0.015 2.838 0.048
H -2.316 -0.707 4.359 0.124
H -0.844 -2.477 2.307 0.105
H -2.097 -1.386 1.933 0.113
H -4.677 -3.316 3.120 0.097
H -4.171 -2.406 1.655 0.079
H -4.298 -1.598 3.255 0.099
H -0.276 -2.667 5.284 0.066
H -1.882 -2.898 5.279 0.056
C -5.001 -0.306 -4.219 -0.053
C -3.588 0.249 -4.489 -0.515
C -3.635 1.573 -5.141 -0.067
O -2.891 0.296 -3.241 -0.109
H -5.015 -1.287 -3.751 0.067
H -5.554 -0.405 -5.164 0.078
H -5.513 0.415 -3.558 0.084
H -3.141 -0.523 -5.112 0.118
H -2.705 1.804 -5.613 0.066
H -4.001 2.396 -4.517 0.094
H -4.314 1.543 -6.005 0.084
H -2.000 0.776 -3.230 0.025
C -0.999 4.689 3.387 -0.053
C 0.428 5.001 2.839 -0.459
C 1.421 4.308 3.766 -0.066
O 0.602 4.775 1.447 -0.052
H -1.010 5.108 4.405 0.083
H -1.224 3.587 3.465 0.078
H -1.775 5.106 2.780 0.062
H 0.549 6.072 2.980 0.132
H 1.350 3.207 3.920 0.083
H 1.293 4.842 4.732 0.088
H 2.444 4.391 3.448 0.061
H 0.438 3.874 1.175 0.046
C -3.352 1.755 0.031 -0.046
C -2.126 2.578 -0.084 -0.460
C -2.390 4.072 -0.340 -0.056
O -1.193 2.505 1.033 -0.090
H -3.974 1.665 -0.885 0.095
H -4.027 2.281 0.718 0.084
H -3.045 0.766 0.295 0.069
H -1.602 2.201 -0.989 0.114
H -3.144 4.535 0.339 0.089
H -2.637 4.279 -1.393 0.082
H -1.488 4.647 -0.190 0.051
H -1.667 2.756 1.853 0.074


Entry 7:
6
Properties=species:S:1:pos:R:3:lowdin_charge:R:1 method="wB97M-V/def2-TZVPD" relative_energy_kj_mol=625.2 homo_lumo_gap_ev=10.34 total_energy_ha=-227.60967 total_charge=0
C 1.498 -0.212 0.236 0.073
C 0.431 -0.633 -0.035 0.013
O -1.657 0.642 0.007 -0.028
O -1.261 -0.645 0.141 -0.109
H 2.490 -0.120 0.464 0.007
H -1.501 0.970 -0.813 0.044


Entry 8:
64
Properties=species:S:1:pos:R:3:lowdin_charge:R:1 method="wB97M-V/def2-TZVPD" relative_energy_kj_mol=0.0 homo_lumo_gap_ev=4.12 total_energy_ha=-15332.35315 total_charge=+4
Re 1.716 1.203 1.580 0.447
C 0.727 3.069 -3.048 -0.115
C 1.106 2.759 -1.584 -0.373
Ge 0.642 0.898 -1.195 0.965
C 1.799 -0.467 -1.954 -0.351
C 1.399 -0.649 -3.435 -0.118
C -1.212 0.469 -1.424 -0.216
C -2.239 -0.175 -0.864 -0.307
Ge -2.297 -1.019 0.876 1.175
C -3.121 -0.052 2.347 -0.327
C -4.660 -0.078 2.321 -0.124
C -1.723 -2.862 1.007 -0.314
C -2.970 -3.770 0.931 -0.122
C -3.559 -0.397 -1.481 -0.249
C -4.489 -1.150 -0.762 -0.094
C -5.751 -1.435 -1.247 -0.017
C -6.101 -0.955 -2.497 -0.009
C -5.189 -0.213 -3.242 -0.012
C -3.929 0.067 -2.740 0.001
H 0.994 4.106 -3.251 0.101
H -0.344 2.971 -3.227 0.080
H 1.267 2.451 -3.764 0.070
H 0.590 3.423 -0.898 0.011
H 2.182 2.871 -1.432 0.068
H 1.701 -1.405 -1.407 0.072
H 2.827 -0.116 -1.877 0.034
H 0.372 -0.996 -3.544 0.080
H 2.047 -1.407 -3.876 0.099
H 1.528 0.263 -4.016 0.068
H -1.405 0.868 -2.430 0.066
H -2.751 0.975 2.279 0.059
H -2.743 -0.510 3.263 0.068
H -5.068 0.417 1.443 0.082
H -5.019 0.463 3.197 0.093
H -5.060 -1.090 2.385 0.085
H -1.206 -2.987 1.959 0.066
H -1.030 -3.055 0.189 0.076
H -3.661 -3.597 1.758 0.087
H -2.643 -4.808 0.999 0.100
H -3.502 -3.661 -0.012 0.074
H -4.227 -1.551 0.236 0.054
H -6.455 -2.018 -0.667 0.133
H -7.085 -1.164 -2.894 0.134
H -5.466 0.145 -4.225 0.131
H -3.246 0.650 -3.346 0.118
Se 2.800 3.665 5.412 0.288
Sb 0.565 3.119 5.142 0.335
Se 0.941 -0.284 3.031 0.326
Se 0.453 2.998 1.905 0.279
Se -1.701 2.886 5.542 0.299
O 3.442 0.949 0.861 -0.761
S 4.755 0.186 0.279 1.172
C 6.169 1.279 0.599 -0.257
C 7.201 0.307 1.183 -0.193
C 6.457 -0.492 2.248 -0.189
C 5.214 -1.049 1.546 -0.257
H 5.853 2.049 1.306 0.120
H 6.459 1.736 -0.346 0.117
H 8.053 0.859 1.580 0.149
H 7.587 -0.355 0.405 0.138
H 6.170 0.155 3.079 0.128
H 7.062 -1.304 2.648 0.145
H 4.347 -1.231 2.182 0.094
H 5.427 -1.954 0.972 0.120


Entry 9:
11
Properties=species:S:1:pos:R:3:lowdin_charge:R:1 method="wB97M-V/def2-TZVPD" relative_energy_kj_mol=169.1 homo_lumo_gap_ev=9.96 total_energy_ha=-322.50991 total_charge=0
C -1.576 -0.040 0.237 -0.015
C -0.310 -0.521 -0.422 -0.364
O -0.251 -1.534 -1.085 0.097
C 0.955 0.604 -0.405 -0.495
O 0.846 1.663 -0.959 0.087
N 1.902 0.006 0.333 0.171
H -2.422 -0.680 -0.026 0.088
H -1.491 0.041 1.328 0.092
H -1.728 0.968 -0.158 0.089
H 1.220 -0.739 0.579 0.107
H 2.832 0.379 0.582 0.142


Entry 10:
26
Properties=species:S:1:pos:R:3:lowdin_charge:R:1 method="wB97M-V/def2-TZVPD" relative_energy_kj_mol=502.9 homo_lumo_gap_ev="7.51 / 7.51" total_energy_ha=-573.21904 total_charge=+1
C 1.807 -2.180 0.186 0.005
C 0.502 -1.778 -0.057 -0.016
C 2.965 -1.386 0.318 -0.059
C 3.007 -0.085 -0.111 -0.026
C -0.213 -0.614 0.002 -0.172
C 0.530 0.716 -0.031 -0.196
C 1.894 0.514 -0.821 -0.111
C -2.482 -0.365 0.930 -0.184
C 0.484 3.066 0.654 -0.084
C -3.999 -0.740 -0.751 -0.010
N -1.501 -0.569 0.124 0.178
N 0.008 1.727 0.437 0.081
O -3.650 -0.398 0.559 0.023
H 1.893 -3.194 0.561 0.130
H -0.044 -2.607 -0.313 0.097
H 3.810 -1.880 0.779 0.116
H 3.962 0.428 -0.201 0.125
H 2.216 1.480 -1.357 0.148
H 1.546 -0.062 -1.709 0.148
H -2.202 -0.114 1.991 0.195
H 1.515 3.256 0.925 0.080
H -0.007 3.544 1.466 0.060
H 0.161 3.731 -0.255 0.139
H -4.743 -1.557 -0.802 0.120
H -3.068 -1.074 -1.267 0.102
H -4.392 0.141 -1.257 0.111